# C20H20N4O6

An isolated molecule of C20H20N4O6 at a distorted geometry (ωB97M-V/def2-TZVPD, the Open Molecules 2025 dataset).

The value obtained for the relative energy (zero: lowest compared OMol25 entry of this formula, charge and spin) is 311.2 kJ/mol. The value obtained for the frontier orbital gap is 8.59 eV. The LUMO energy comes out at -0.99 eV. As for the SMILES: O=C(NCC1CCN(C(=O)c2cccc([N+](=O)[O-])c2)CC1)c1cccc([N+](=O)[O-])c1. The molecular weight comes out at 412.40 g/mol. As for the largest force on an atom: 1.32 eV/A.

ORCA input file:
```
! RIJCOSX wB97M-V def2-TZVPD def2/J DEFGRID3
* xyz 0 1
O 1.07597 0.75043 -4.44789
C 1.32297 1.30462 -3.39759
N 0.47922 2.16046 -2.78186
H 0.76976 2.62937 -1.93905
C -0.87383 2.37801 -3.23491
H -0.98901 1.77882 -4.14120
H -1.01507 3.43410 -3.48791
C -1.91171 1.95709 -2.18258
C -1.67703 0.51593 -1.72097
C -2.67704 0.12184 -0.62958
N -2.60503 1.06041 0.46581
C -1.93888 0.86199 1.62876
O -1.67112 1.76790 2.39497
C -1.58389 -0.55485 1.97347
C -2.57466 -1.50910 2.15644
C -2.21805 -2.78478 2.57306
C -0.89170 -3.12378 2.81470
C 0.08659 -2.16349 2.63839
C -0.25496 -0.88380 2.22868
H 0.51533 -0.13699 2.10971
H 1.12097 -2.40358 2.82689
H -0.65411 -4.12547 3.13840
N -3.24901 -3.77707 2.75291
O -2.92308 -4.85325 3.20502
O -4.37971 -3.47685 2.43184
H -3.61698 -1.27594 1.99614
C -2.91441 2.41901 0.06933
H -2.87197 3.04460 0.96216
C -1.90561 2.89802 -0.97403
H -2.15296 3.91401 -1.28473
H -0.91903 2.91370 -0.50622
H -3.92816 2.43966 -0.34208
H -2.46264 -0.88659 -0.27684
H -3.69522 0.14174 -1.03319
H -1.76630 -0.16710 -2.56638
H -0.66761 0.41751 -1.31595
H -2.89729 2.01597 -2.65709
C 2.61117 1.07382 -2.66358
C 2.62335 0.86564 -1.29256
C 3.82275 0.56500 -0.66093
C 5.01547 0.49056 -1.36961
C 4.99516 0.69668 -2.73744
C 3.79971 0.96923 -3.38241
H 3.76703 1.10168 -4.45301
H 5.91103 0.63138 -3.30350
H 5.92895 0.25993 -0.84327
N 3.81637 0.30657 0.75815
O 4.87810 0.10924 1.30303
O 2.73844 0.29605 1.31763
H 1.72067 0.89983 -0.70008
*
```